[1]
A 2-piece molecular cluster, C4H11N2 overall in a non-equilibrium geometry. Source: the Open Molecules 2025 dataset; level of theory: ωB97M-V with the def2-TZVPD basis set.

```
17
C4H11N2 (ωB97M-V with the def2-TZVPD basis set)
C -1.48 0.00 -0.06
C 1.52 1.17 -0.64
C 1.43 -1.04 0.72
C 1.06 -0.24 -0.40
N -2.26 -0.88 -0.66
N -1.94 0.84 0.85
H 2.36 1.18 -1.32
H 1.73 1.89 0.25
H 0.77 1.66 -1.29
H 1.19 -2.02 0.88
H 1.52 -0.52 1.80
H 2.57 -1.24 0.67
H 1.02 -0.78 -1.32
H -1.92 -1.57 -1.21
H -3.36 -0.82 -0.59
H -1.27 1.46 1.21
H -2.94 0.93 1.12
```

Charge: +1
2S+1: 1
Relative energy (zero: lowest compared OMol25 entry of this formula, charge and spin), eV: 3.8667
Lowest unoccupied orbital energy, Eh: -0.17475
Calculated total energy, eV: -7297.081
Frontier orbital gap, eV: 8.9
Highest occupied orbital energy, eV: -13.7

[2]
An isolated ion of composition C8H21NO6P and charge +1 in a non-equilibrium geometry. Source: the Open Molecules 2025 dataset; level of theory: ωB97M-V with the def2-TZVPD basis set.

```
37
C8H21NO6P (ωB97M-V with the def2-TZVPD basis set)
C 3.72 0.42 -0.23
N 2.36 -0.09 0.01
C 2.25 -1.47 -0.50
H 2.37 -1.49 -1.58
H 3.02 -2.10 -0.05
H 1.26 -1.87 -0.24
C 2.10 -0.11 1.47
H 2.50 0.78 1.94
H 2.58 -0.98 1.91
H 1.03 -0.16 1.65
C 1.36 0.72 -0.73
H 0.42 0.16 -0.74
H 1.69 0.82 -1.76
C 1.02 2.12 -0.16
O -0.32 2.44 -0.45
P -1.46 1.49 0.18
O -0.93 0.84 1.39
O -1.72 0.60 -1.11
C -2.91 -0.12 -1.38
C -3.26 -1.04 -0.21
C -2.22 -2.15 0.03
O -0.92 -1.66 0.31
H -1.02 -0.92 0.93
H -2.56 -2.77 0.87
H -2.14 -2.78 -0.86
O -3.39 -0.18 0.89
H -3.52 -0.69 1.70
H -4.22 -1.53 -0.44
H -3.73 0.58 -1.53
H -2.72 -0.68 -2.29
O -2.69 2.46 0.32
H -2.91 2.66 1.23
H 1.62 2.91 -0.62
H 1.16 2.14 0.92
H 3.97 0.34 -1.29
H 4.44 -0.15 0.34
H 3.78 1.47 0.06
```

Charge: +1
2S+1: 1
Relative energy (zero: lowest compared OMol25 entry of this formula, charge and spin), eV: 0.0000
Lowest unoccupied orbital energy, Eh: -0.08269
Calculated total energy, eV: -31697.052
Frontier orbital gap, eV: 10.8
SMILES: C[N+](C)(C)CCO[P@@](=O)(O)OC[C@H](O)CO
Highest occupied orbital energy, eV: -13.1

[3]
A 3-piece molecular cluster, C6H10O overall in a non-equilibrium geometry. Source: the Open Molecules 2025 dataset; level of theory: ωB97M-V with the def2-TZVPD basis set.

```
17
C6H10O (ωB97M-V with the def2-TZVPD basis set)
O -0.27 2.41 -0.11
C -0.16 1.19 -0.02
C 0.10 0.43 -1.30
C 0.85 -0.89 -1.12
C 0.21 -1.73 -0.02
C 0.05 -0.93 1.24
C -0.15 0.40 1.24
H -1.11 2.94 1.15
H -1.88 2.14 1.40
H 0.62 1.13 -1.97
H -0.88 0.25 -1.75
H 1.89 -0.68 -0.84
H 0.88 -1.43 -2.07
H -0.78 -2.08 -0.35
H 0.80 -2.64 0.18
H 0.09 -1.47 2.19
H -0.25 0.95 2.16
```

2S+1: 1
Relative energy (zero: lowest compared OMol25 entry of this formula, charge and spin), eV: 2.9280
Lowest unoccupied orbital energy, Eh: 0.00367
Calculated total energy, eV: -8428.312
Frontier orbital gap, eV: 8.9
Highest occupied orbital energy, eV: -8.8

[4]
An isolated ion of composition C2H6N3O and charge +1 in a non-equilibrium geometry. Source: the Open Molecules 2025 dataset; level of theory: ωB97M-V with the def2-TZVPD basis set.

```
12
C2H6N3O (ωB97M-V with the def2-TZVPD basis set)
C -1.11 0.12 0.16
C 1.84 -0.05 -0.39
N -0.09 0.92 0.27
N -1.01 -1.28 0.21
N 1.21 0.81 0.32
O -2.24 0.52 -0.20
H 1.23 -0.66 -0.97
H 2.89 -0.06 -0.62
H -0.17 -1.69 0.55
H -1.96 -1.65 0.39
H -2.09 1.44 -0.59
H 1.49 1.58 0.87
```

Charge: +1
⟨S²⟩: 2.008
2S+1: 3
Relative energy (zero: lowest compared OMol25 entry of this formula, charge and spin), eV: 0.0000
Lowest unoccupied orbital energy (alpha / beta), Eh: -0.12431 / -0.28910
Calculated total energy, eV: -8677.189
Frontier orbital gap (alpha / beta), eV: 8.3 / 8.4
Highest occupied orbital energy (alpha / beta), eV: -11.6 / -16.3

[5]
A 2-piece molecular cluster, C32H45BClIN2O9 overall in a non-equilibrium geometry. Source: the Open Molecules 2025 dataset; level of theory: ωB97M-V with the def2-TZVPD basis set.

```
91
C32H45BClIN2O9 (ωB97M-V with the def2-TZVPD basis set)
C 3.47 0.72 -3.26
C 2.52 1.85 -2.63
C 3.29 3.00 -1.81
N 3.74 2.60 -0.44
C 2.58 2.15 0.39
C 1.66 3.26 1.03
C 0.37 2.91 1.89
B -0.52 4.13 2.44
C 0.05 5.66 2.17
O -1.79 4.06 3.12
C 0.09 1.39 2.06
C 1.01 0.28 1.42
C 2.29 0.61 0.57
C 3.22 -0.54 -0.08
O 4.63 -0.19 -0.10
C 5.11 0.12 1.22
O 6.56 -0.07 1.32
C 7.24 0.85 0.42
C 8.09 -0.08 -0.62
O 8.85 -1.05 0.15
C 0.51 -1.24 1.66
O 1.28 -2.19 1.96
C -1.09 -1.41 1.53
C -1.70 -2.62 0.73
C -0.81 -3.75 0.04
C -0.34 -3.40 -1.46
C -1.50 -3.83 -2.51
Cl 0.16 -1.64 -1.70
C -3.27 -2.63 0.63
C -4.19 -1.57 1.31
C -5.77 -1.76 1.09
O -6.49 -0.53 0.87
C -6.39 -0.08 -0.50
C -5.62 1.36 -0.55
C -3.56 -0.36 2.11
C -4.48 0.76 2.83
C -5.34 0.05 4.01
C -4.42 -0.50 5.22
I -6.84 1.39 4.89
C -2.01 -0.30 2.18
C -1.19 0.88 2.92
O -1.49 1.31 4.05
H 3.71 1.02 -4.35
H 2.89 -0.27 -3.35
H 4.46 0.56 -2.70
H 1.68 1.33 -2.06
H 2.02 2.39 -3.52
H 2.67 3.98 -1.80
H 4.25 3.25 -2.41
H 4.13 3.43 0.02
H 1.99 4.33 0.82
H 1.02 5.89 2.73
H 0.15 5.83 1.02
H -0.74 6.41 2.51
H -2.55 4.01 2.51
H 3.16 -1.54 0.51
H 2.80 -0.78 -1.12
H 4.94 1.24 1.46
H 4.58 -0.47 2.06
H 6.53 1.52 -0.18
H 7.97 1.55 0.98
H 7.30 -0.69 -1.20
H 8.74 0.58 -1.29
H 8.26 -1.80 0.41
H -1.41 -4.74 0.09
H 0.15 -3.95 0.64
H 0.59 -4.03 -1.77
H -1.72 -4.94 -2.30
H -1.18 -3.72 -3.61
H -2.44 -3.22 -2.29
H -3.76 -3.48 0.03
H -6.16 -2.33 2.02
H -6.01 -2.44 0.18
H -5.87 -0.81 -1.21
H -7.44 0.14 -0.94
H -6.28 2.08 0.06
H -5.47 1.73 -1.63
H -4.61 1.32 0.01
H -5.25 1.23 2.12
H -3.86 1.58 3.32
H -5.94 -0.86 3.63
H -3.40 -0.85 4.83
H -4.36 0.26 6.06
H -4.95 -1.44 5.64
C 0.33 -2.90 -7.17
N 0.07 -3.75 -5.97
O 0.94 -3.79 -5.12
O -0.99 -4.35 -5.93
H 1.30 -2.44 -7.07
H 0.30 -3.55 -8.04
H -0.46 -2.15 -7.21
```

2S+1: 1
Lowest unoccupied orbital energy, Eh: -0.03805
Calculated total energy, eV: -76606.066
Frontier orbital gap, eV: 7.8
SMILES: CCCNc1cc(B(C)O)c2c(c1COCOCCO)C(=O)c1c(C[C@@H](C)Cl)cc(COCC)c(C[C@@H](C)I)c1C2=O.C[N+](=O)[O-]
Highest occupied orbital energy, eV: -8.8

[6]
C27H54O45S9 as an isolated structure in a non-equilibrium geometry. Source: the Open Molecules 2025 dataset; level of theory: ωB97M-V with the def2-TZVPD basis set.

```
135
C27H54O45S9 (ωB97M-V with the def2-TZVPD basis set)
C 17.40 18.24 11.47
C 18.07 19.67 11.62
O 19.24 19.41 12.35
S 19.79 17.98 11.97
O 20.46 17.54 13.14
O 20.49 17.96 10.74
O 18.39 17.29 11.92
H 17.13 18.11 10.44
H 16.64 18.07 12.12
H 17.42 20.40 12.06
H 18.37 19.92 10.62
C 13.57 14.84 17.84
C 14.45 15.70 16.97
O 15.37 14.79 16.35
S 14.69 13.27 16.22
O 15.52 12.41 16.97
O 14.45 12.95 14.91
O 13.30 13.60 17.06
H 12.59 15.25 18.08
H 14.11 14.54 18.73
H 15.01 16.40 17.60
H 13.91 16.13 16.16
C 20.80 12.92 12.86
C 20.74 11.45 12.57
O 20.18 11.36 11.25
S 19.25 12.60 10.98
O 17.86 12.25 11.02
O 19.70 13.21 9.75
O 19.57 13.42 12.36
H 21.62 13.31 12.31
H 20.99 13.34 13.80
H 20.16 10.84 13.20
H 21.72 11.01 12.37
C 12.63 17.22 10.11
C 11.56 16.23 9.59
O 10.47 16.23 10.59
S 10.87 17.19 11.75
O 11.44 16.39 12.77
O 9.78 18.05 12.04
O 11.99 18.07 11.06
H 13.10 17.88 9.43
H 13.44 16.70 10.62
H 11.96 15.18 9.61
H 11.05 16.54 8.68
C 11.24 12.61 13.26
C 10.43 13.46 12.31
O 9.79 12.54 11.41
S 10.31 11.04 11.47
O 10.66 10.63 10.16
O 9.41 10.16 12.13
O 11.62 11.35 12.55
H 10.80 12.27 14.19
H 12.23 13.09 13.46
H 11.04 14.16 11.75
H 9.57 13.94 12.80
C 12.11 21.57 12.85
C 12.11 20.52 13.94
O 13.14 19.58 13.52
S 14.31 20.40 12.87
O 14.69 19.68 11.68
O 15.38 20.63 13.78
O 13.51 21.71 12.53
H 11.63 22.57 13.06
H 11.62 21.25 11.93
H 11.16 19.93 13.80
H 12.37 20.79 14.96
C 18.18 19.27 19.42
C 18.81 18.07 18.69
O 17.96 16.97 19.13
S 16.89 17.34 20.22
O 17.03 16.46 21.29
O 15.61 17.58 19.63
O 17.47 18.75 20.58
H 17.51 19.89 18.85
H 18.90 19.97 19.90
H 19.84 17.87 19.07
H 18.80 18.17 17.63
C 17.24 14.61 8.19
C 17.03 15.44 9.47
O 15.72 16.05 9.28
S 15.31 16.10 7.74
O 15.61 17.36 7.19
O 13.90 15.84 7.65
O 16.24 15.02 7.22
H 17.17 13.58 8.41
H 18.18 14.84 7.77
H 17.87 16.27 9.61
H 16.96 14.86 10.35
C 14.93 11.10 11.37
C 15.16 12.44 11.97
O 14.99 13.38 10.82
S 13.97 12.72 9.72
O 14.67 12.71 8.48
O 12.74 13.37 9.99
O 13.85 11.23 10.38
H 14.61 10.23 11.95
H 15.86 10.85 10.81
H 16.23 12.55 12.27
H 14.43 12.72 12.76
C 16.04 19.03 16.45
O 14.73 19.66 16.38
C 14.90 20.92 16.82
O 15.86 21.46 17.33
O 13.68 21.49 16.75
C 13.46 22.63 17.54
H 16.72 19.65 15.90
H 15.96 18.04 16.01
H 16.41 19.05 17.43
H 12.69 23.28 17.07
H 14.40 23.19 17.66
H 13.05 22.37 18.55
C 24.57 12.56 15.40
O 24.07 11.63 16.35
C 22.77 11.46 16.19
O 22.18 11.80 15.19
O 22.25 10.67 17.13
C 20.89 10.38 16.90
H 24.08 12.58 14.42
H 25.66 12.30 15.36
H 24.70 13.57 15.76
H 20.46 10.95 16.10
H 20.33 10.60 17.88
H 20.82 9.32 16.83
C 14.76 15.78 12.64
O 15.87 14.86 12.82
C 16.79 15.15 13.70
O 16.89 16.22 14.23
O 17.54 14.08 13.94
C 18.62 14.41 14.88
H 14.00 15.20 12.05
H 15.11 16.69 12.08
H 14.40 16.06 13.61
H 18.20 14.66 15.86
H 19.24 15.27 14.49
H 19.27 13.52 14.89
```

2S+1: 1
Relative energy (zero: lowest compared OMol25 entry of this formula, charge and spin), eV: 0.7913
Lowest unoccupied orbital energy, Eh: -0.00060
Calculated total energy, eV: -218519.154
Frontier orbital gap, eV: 10.6
Highest occupied orbital energy, eV: -10.6

[7]
C10H8O2 as an isolated structure in a non-equilibrium geometry. Source: the Open Molecules 2025 dataset; level of theory: ωB97M-V with the def2-TZVPD basis set.

```
20
C10H8O2 (ωB97M-V with the def2-TZVPD basis set)
C -3.20 -0.66 1.08
C -0.78 -0.61 1.00
C 0.23 0.13 0.10
C -0.38 1.32 -0.44
C 0.40 2.14 -1.22
C 1.79 1.85 -1.40
C 2.28 0.73 -0.86
C 1.51 -0.29 -0.09
C 1.96 -1.66 0.13
C 2.38 -2.74 0.32
H -3.12 -1.73 1.96
H -4.02 -1.00 0.34
H -3.50 0.35 1.81
H -1.42 1.58 -0.13
H 0.09 3.05 -1.68
H 2.11 2.58 -2.25
H 3.34 0.40 -1.11
H 2.78 -3.73 0.28
O -1.91 -0.55 0.11
O -0.54 -1.16 2.06
```

2S+1: 1
Relative energy (zero: lowest compared OMol25 entry of this formula, charge and spin), eV: 6.0652
Lowest unoccupied orbital energy, Eh: 0.00796
Calculated total energy, eV: -14588.974
Frontier orbital gap, eV: 9.4
Highest occupied orbital energy, eV: -9.1

[8]
C28H76CaNO29PS8 as an isolated structure in a non-equilibrium geometry. Source: the Open Molecules 2025 dataset; level of theory: ωB97M-V with the def2-TZVPD basis set.

```
144
C28H76CaNO29PS8 (ωB97M-V with the def2-TZVPD basis set)
Ca 4.51 -0.86 0.20
C -1.94 -7.46 0.90
C -3.28 -6.78 0.65
C -4.52 -7.68 0.76
O -5.74 -6.92 0.48
C -6.85 -7.71 0.50
N -3.54 -5.70 1.77
H -3.40 -6.09 2.69
H -2.88 -4.96 1.59
H -4.45 -5.28 1.64
H -1.70 -7.72 1.93
H -1.09 -6.93 0.45
H -1.90 -8.36 0.29
H -3.24 -6.21 -0.28
H -4.33 -8.50 1.45
H -4.54 -8.36 -0.08
H -6.90 -8.26 1.44
H -6.84 -8.45 -0.30
H -7.73 -7.07 0.40
P 0.24 -0.30 0.47
O 0.89 -0.78 -0.88
O -1.31 -0.25 0.52
O 1.12 1.05 0.55
O 0.93 -1.29 1.41
O 5.84 -5.70 -5.65
S 5.50 -5.97 -4.28
O 5.19 -5.00 -3.28
O 4.16 -7.04 -4.40
C 2.90 -6.59 -4.91
C 2.23 -7.76 -5.72
C 6.62 -7.26 -3.69
H 2.99 -5.70 -5.52
H 2.41 -6.29 -3.98
H 2.03 -8.66 -5.14
H 3.00 -8.23 -6.33
H 1.40 -7.51 -6.38
H 7.52 -6.73 -3.40
H 6.76 -7.92 -4.54
H 6.17 -7.70 -2.80
O 3.21 10.66 2.06
S 4.65 10.41 2.13
O 5.58 11.16 1.26
O 5.03 10.69 3.69
C 6.35 11.21 4.09
C 6.19 12.22 5.23
C 4.96 8.64 2.08
H 6.77 11.58 3.15
H 6.97 10.42 4.52
H 6.71 11.87 6.12
H 5.13 12.35 5.47
H 6.58 13.23 5.12
H 5.36 8.35 3.05
H 5.62 8.59 1.21
H 3.94 8.28 1.94
O -4.51 8.62 -0.57
S -4.41 7.44 -1.46
O -5.61 6.77 -1.97
O -3.47 7.73 -2.79
C -4.16 8.16 -3.96
C -3.14 8.29 -5.01
C -3.31 6.20 -0.66
H -4.73 9.08 -3.80
H -4.88 7.42 -4.31
H -2.67 9.26 -4.83
H -3.59 8.41 -5.99
H -2.45 7.44 -5.05
H -3.16 5.41 -1.40
H -3.80 5.97 0.29
H -2.41 6.77 -0.46
O 4.93 2.59 5.59
S 4.36 3.05 6.87
O 4.15 2.11 7.97
O 5.25 4.31 7.54
C 5.03 4.67 8.87
C 4.89 6.17 8.99
C 2.82 4.05 6.53
H 5.97 4.44 9.36
H 4.21 4.16 9.39
H 4.76 6.42 10.04
H 3.96 6.50 8.53
H 5.75 6.76 8.66
H 2.83 4.60 5.58
H 2.62 4.77 7.32
H 2.02 3.36 6.25
O -6.42 -2.17 -7.81
S -5.87 -3.22 -6.93
O -6.74 -3.84 -5.98
O -5.17 -4.36 -7.93
C -6.07 -5.10 -8.73
C -5.22 -5.63 -9.92
C -4.40 -2.48 -6.00
H -6.75 -4.33 -9.08
H -6.56 -5.93 -8.23
H -4.47 -6.32 -9.53
H -4.60 -4.88 -10.40
H -5.92 -6.05 -10.64
H -4.67 -1.57 -5.47
H -3.60 -2.37 -6.73
H -4.27 -3.29 -5.29
O 4.43 1.80 -4.59
S 3.91 2.76 -5.53
O 4.44 4.11 -5.64
O 4.15 2.08 -7.01
C 3.74 0.68 -7.17
C 3.32 0.56 -8.69
C 2.10 2.82 -5.40
H 2.96 0.39 -6.46
H 4.61 0.04 -6.99
H 4.10 0.93 -9.36
H 2.53 1.23 -9.04
H 3.09 -0.49 -8.87
H 1.90 3.41 -6.30
H 1.78 3.44 -4.56
H 1.82 1.77 -5.29
O -9.52 -2.20 4.06
S -10.33 -1.36 3.19
O -11.48 -1.90 2.46
O -10.77 0.05 4.03
C -12.13 0.14 4.32
C -12.50 1.30 5.35
C -9.13 -0.54 2.12
H -12.43 -0.81 4.77
H -12.56 0.39 3.36
H -11.98 2.17 4.96
H -12.26 1.09 6.39
H -13.57 1.53 5.38
H -8.53 -1.26 1.56
H -8.57 0.23 2.65
H -9.56 -0.06 1.24
O 6.86 -3.96 4.09
S 6.63 -5.24 4.84
O 6.63 -6.56 4.18
O 7.71 -5.32 6.13
C 8.24 -4.20 6.84
C 9.55 -3.78 6.13
C 5.08 -5.09 5.86
H 8.39 -4.57 7.85
H 7.53 -3.37 6.84
H 10.09 -4.65 5.76
H 10.17 -3.10 6.72
H 9.42 -3.21 5.21
H 5.01 -6.15 6.08
H 4.18 -4.80 5.31
H 5.15 -4.41 6.71
```

2S+1: 1
Relative energy (zero: lowest compared OMol25 entry of this formula, charge and spin), eV: 19.6947
Lowest unoccupied orbital energy, Eh: -0.04784
Calculated total energy, eV: -205528.547
Frontier orbital gap, eV: 3.2
Highest occupied orbital energy, eV: -4.5

[9]
One molecule with the formula C4H8O2 in a non-equilibrium geometry. Source: the Open Molecules 2025 dataset; level of theory: ωB97M-V with the def2-TZVPD basis set.

```
14
C4H8O2 (ωB97M-V with the def2-TZVPD basis set)
C -0.77 0.59 -0.59
C 0.82 -1.63 0.05
C 0.15 0.85 0.50
C 0.92 -0.16 -0.19
O -0.67 0.47 1.83
O -1.14 1.63 -1.37
H -1.57 1.30 -2.17
H -1.13 1.25 2.17
H -1.44 -0.26 -0.59
H 0.55 1.85 0.56
H 1.89 0.18 -0.54
H 1.10 -2.20 -0.85
H 1.49 -1.94 0.85
H -0.19 -1.92 0.34
```

2S+1: 1
Relative energy (zero: lowest compared OMol25 entry of this formula, charge and spin), eV: 3.6346
Lowest unoccupied orbital energy, Eh: 0.02704
Calculated total energy, eV: -8369.647
Frontier orbital gap, eV: 8.7
SMILES: CC1[C@H](O)[C@H]1O
Highest occupied orbital energy, eV: -8.0

Question: 2S+1 of number 6 (C27H54O45S9)?
Answer: 1

Question: The highest 2S+1 belongs to which entry?
Answer: C2H6N3O

Question: Which value of calculated total energy does entry 1 give?
Answer: -7297.081 eV